This record from OMol25 describes a structure of composition C46H84BClI2N9O5 in a non-equilibrium geometry. The level of theory is the ωB97M-V functional and the def2-TZVPD basis.

XYZ file:
```
148
Properties=species:S:1:pos:R:3:forces:R:3
C -1.33745 -2.40287 -3.13611 1.2 -0.1 0.7
C -1.76047 -0.11803 -2.22637 -0.2 0.6 -0.7
H 6.43768 0.31530 -4.30518 0.3 0.2 -0.4
C -2.12480 -0.46705 1.24399 0.2 0.1 1.2
C 4.22262 -4.62404 3.78546 -1.0 -0.4 1.2
H -3.18932 7.17060 -0.25170 0.0 0.1 0.0
C -2.70324 -0.47511 6.75111 0.0 0.0 0.0
H 2.65261 0.16979 -7.47907 0.1 0.0 0.0
C -1.65265 6.93291 1.15055 -0.7 0.1 -1.7
H 5.22862 -3.47578 0.84494 0.0 0.1 -0.1
H 0.45631 5.59844 6.31853 0.0 0.0 0.1
H -3.13435 9.26182 5.45099 -0.1 0.1 0.0
H -0.11027 5.21101 -1.26647 0.0 0.0 0.0
H 7.08045 0.32234 -6.01174 0.1 0.0 0.2
C -3.22301 -1.05563 -4.03431 -0.8 0.8 -0.7
C -0.34611 -4.65687 -1.19131 0.6 -1.3 -0.3
H -1.11830 -5.13771 0.73537 0.0 -0.1 -0.1
C 1.57418 5.97206 4.50136 0.2 0.1 -0.2
H -0.61271 -6.55881 -0.11260 -0.2 -0.1 -0.3
H -2.75895 -3.15707 0.01209 0.0 -0.1 -0.5
N -2.39466 -1.34698 -2.82898 0.2 -0.3 0.6
N -0.92161 -2.91466 4.58561 0.6 -0.3 -1.1
H 4.65242 -1.85335 0.49884 -0.1 -0.1 -0.1
O -0.98458 1.99900 -2.67782 0.9 3.0 1.6
C -1.83480 -2.85430 7.02928 -0.2 0.1 -0.2
H -4.81976 0.51842 -5.86211 0.1 -0.3 -0.2
H -0.41537 9.69314 4.11034 0.0 0.0 0.0
C -0.77264 4.67948 -0.58017 0.0 0.0 0.1
H 2.94168 -1.61271 -7.54867 -0.1 0.2 -0.1
H 1.30376 7.02931 4.49077 -0.1 0.0 0.1
H -3.58031 0.16249 6.86303 0.0 0.0 0.0
H 4.20276 -0.50693 -8.07287 -0.2 0.0 -0.1
C 1.04112 -1.54747 -3.69488 0.1 -0.9 -1.8
C 6.33160 -0.06300 -5.32086 -0.7 -0.1 -0.5
C 2.09827 -1.81961 -4.82076 0.5 1.5 0.6
H -3.47349 11.70541 5.10630 0.0 0.1 0.0
C -1.11887 -5.60918 -0.25828 0.1 0.9 0.9
H 3.71638 6.32852 4.51749 0.0 0.0 0.0
H 3.25734 4.75765 3.84416 0.0 0.0 0.1
H -2.65879 -0.55223 -4.82008 0.4 0.0 0.4
H 2.60415 -4.32188 5.08141 0.0 0.0 0.0
C 5.27042 -2.96979 -1.24531 0.1 0.4 0.1
H 6.99302 -1.10738 0.03172 0.0 0.0 0.0
H -3.42315 -1.93690 8.14851 0.0 -0.1 0.0
H -1.48732 -2.00288 -0.33059 -0.1 -0.2 -0.4
H 0.95143 -4.63859 3.09266 0.0 0.0 0.0
C -0.34945 -2.01982 -4.25909 0.9 0.7 0.6
O -2.87727 -4.19526 -2.23111 0.1 0.6 0.0
C -2.46522 11.29286 5.15037 0.0 -0.3 0.2
H -2.11898 -3.86603 7.31944 0.1 0.0 0.0
C -2.47981 9.80902 4.76897 0.2 -0.2 -0.1
N -1.25148 7.06023 2.20589 0.5 0.0 1.4
H -2.16386 -5.74910 -0.52944 0.1 0.0 -0.2
C -1.83767 -3.87074 -3.15480 -0.3 -1.0 -1.1
H 1.33333 -2.14897 -2.83036 -0.2 0.4 0.2
H -1.23958 -2.29297 2.18262 -0.1 0.0 0.1
H 1.54308 -6.53980 4.62607 0.1 0.0 0.1
H -2.53870 0.36123 -1.63049 0.1 0.1 -0.1
C 1.77559 4.00779 5.98266 -0.4 1.7 0.2
H 0.85512 5.45221 3.86518 -0.1 0.1 0.1
C -2.57041 -2.15022 -0.36507 0.1 0.6 1.3
I 1.76183 -5.20330 -0.97293 -0.2 0.3 -0.2
H 6.34068 -1.14962 -5.27565 0.3 0.1 0.0
H 4.27667 -3.37217 -1.43753 0.0 0.0 -0.1
C 1.46617 5.44721 5.93637 0.0 -0.2 -0.3
H -4.00341 -4.28457 -5.57107 -0.4 -0.2 0.0
H 0.22609 -4.56656 -3.34067 0.0 0.1 0.1
H -3.55361 -1.97577 -4.51659 0.3 -0.3 0.5
I -1.08745 -6.86467 -3.15373 0.1 0.4 -0.2
Cl -4.36464 1.44985 -3.37357 0.2 -0.2 0.2
H -2.90230 9.70535 3.76712 0.0 0.1 0.0
C 3.38891 -0.63552 -7.35684 0.7 -0.3 0.2
C 5.45955 -1.78893 -2.10287 -0.2 -1.6 0.8
C 2.28185 -6.13394 3.93228 -0.2 -0.1 -0.2
C 3.18654 -5.15529 4.68521 0.1 -0.1 -0.2
H -0.33190 4.71517 0.41791 0.0 0.1 0.0
H -4.52681 -3.18077 -3.06424 0.3 -0.1 -0.1
C -1.09411 9.17632 4.79254 0.0 -0.1 0.1
C 6.78941 -2.03288 0.57402 0.0 0.0 0.0
H -2.59795 5.17331 -1.59750 -0.1 0.1 0.0
H 1.61478 -1.99248 -5.78370 0.0 -0.5 0.1
H 3.32377 -0.18906 -4.05032 0.2 -0.2 -0.1
H -1.55954 7.34432 -0.90507 0.0 0.0 0.1
H -1.46625 0.05494 0.53607 -0.3 -0.3 -0.3
C -1.25389 -1.21339 2.29243 0.0 1.2 -0.8
H -6.28116 -0.01325 -5.08175 0.0 -0.2 -0.1
H -1.57281 -0.90659 3.28162 -0.1 -0.5 0.1
H -3.66694 -5.83698 -5.26837 0.0 0.0 -0.1
C -5.23686 -0.27853 -5.24325 0.2 0.7 0.6
C 1.56298 -5.48133 2.75779 -0.1 0.0 0.1
N -3.67775 -4.91694 -4.83445 0.5 0.9 0.2
H -0.38707 -3.64644 -0.79406 0.0 0.0 -0.3
C -1.21403 0.96793 -3.16247 -0.8 -2.1 -1.3
H -1.83840 11.85926 4.46019 0.0 0.0 0.0
H 0.90820 -6.20182 2.26502 0.0 0.0 0.0
H -0.94940 -0.35120 -1.53849 0.0 -0.5 -0.2
H 3.00763 6.22148 2.90321 0.0 0.0 0.0
B -2.26922 -4.49784 -4.58766 -0.5 -1.0 -1.0
H 2.87396 -6.97563 3.56662 0.0 0.0 0.1
C -3.90171 -3.23625 -2.16626 0.3 0.3 0.5
H -3.84119 -2.27529 6.47703 0.0 -0.1 0.0
O 4.72780 1.49032 -6.11342 -0.8 3.1 -0.9
H -2.37548 -0.39812 5.71255 0.1 0.0 0.0
H 6.85266 -1.80782 1.63825 0.0 -0.1 0.0
H -4.56179 -3.54112 -1.35137 0.0 0.0 -0.1
O -3.11970 -1.27816 0.62797 0.3 0.3 -0.9
H -0.23468 -0.82264 2.19706 0.0 -0.3 0.1
H 1.07157 -0.46787 -3.52624 -0.2 -0.2 0.6
N 5.01483 -4.21443 3.07940 0.9 0.4 -0.8
C 2.97095 5.80872 3.91195 0.0 0.0 0.0
C -1.94430 11.46750 6.51628 -0.6 0.1 -1.7
N 2.00983 2.89612 6.01822 0.3 -1.5 0.0
H 7.57516 -2.75179 0.33279 0.0 0.0 0.0
H -0.80411 3.63493 -0.88390 0.0 0.0 0.0
H 2.26686 -5.11793 2.01052 0.0 0.0 0.1
H -1.91233 -0.07721 7.38954 0.0 0.0 0.0
C -3.26779 -1.90438 -1.72100 -1.1 -1.4 0.5
H 6.00511 -3.72928 -1.51767 0.0 0.0 -0.1
H -1.50306 -4.05406 -6.32809 0.1 -0.4 -0.3
H -0.68980 -2.35303 -2.25571 -0.4 0.1 0.1
H 2.20539 0.25375 -5.33215 0.2 0.1 0.0
H 3.67254 -5.65629 5.52263 0.1 0.1 0.0
H -0.08681 -2.84551 -4.91746 -0.6 -0.2 0.2
C -0.64107 -4.76375 -2.71577 -0.5 0.0 0.7
H 2.15786 5.97771 6.59226 0.0 -0.1 0.0
C -1.31674 -2.88835 5.65145 -0.4 -0.1 1.7
C 4.97328 0.38058 -5.85002 1.2 -2.8 1.1
H 2.78227 -2.61776 -4.53136 -0.2 -0.2 -0.3
C 5.41372 -2.59151 0.23365 0.1 0.0 0.2
H -1.05094 0.87068 -4.25111 -0.1 -0.7 0.0
H -1.03680 -2.52353 7.69542 0.0 0.0 0.0
C 2.93008 -0.52502 -5.01566 -0.4 -0.3 0.2
N -1.54154 11.60224 7.57006 0.5 0.1 1.4
O -1.35426 -4.71288 -5.63724 0.1 1.0 0.9
C -3.04089 -1.91409 7.12670 -0.1 0.3 0.0
C -2.17255 5.28479 -0.59767 0.2 -0.2 -0.1
H -4.08592 -1.22887 -1.46389 0.3 0.4 -0.4
C -4.51762 -0.25784 -3.86186 -0.9 -0.6 -1.0
H -0.65981 9.20232 5.79450 0.0 0.1 0.0
N 3.98819 -0.67614 -6.01040 -0.7 0.0 0.0
H -0.67391 -1.18975 -4.89216 -0.3 -0.3 -0.1
N 5.60550 -0.86966 -2.75611 -0.2 1.0 -0.2
H -5.22631 -0.73436 -3.18645 0.4 0.1 0.3
H -5.16214 -1.25561 -5.72141 -0.1 0.1 0.0
H -2.66707 0.32047 1.77147 -0.1 -0.1 -0.2
C -2.17676 6.76816 -0.21455 0.0 -0.3 0.2
H -2.81572 4.72751 0.08766 -0.1 0.1 0.0
H -1.14896 8.13358 4.48679 0.0 0.0 -0.1
```
Forces are in eV/Å.

For the gap between HOMO and LUMO, the calculation gives 8.1 eV. The HOMO energy is -10.63 eV. The total energy comes out at -102104.371 eV. As for the total charge: +1.